1.
7
Properties=species:S:1:pos:R:3 method="wB97M-V/def2-TZVPD" fmax_ev_per_a=4.5 e_lumo_ev=-0.164
C 0.140 -0.872 0.570
P 0.314 0.544 -0.199
I -0.727 -2.539 -0.622
H -0.762 -0.378 1.117
H 0.029 1.657 1.058
H 1.687 0.804 -0.843
H -0.680 0.784 -1.082

---

2.
7
Properties=species:S:1:pos:R:3 method="wB97M-V/def2-TZVPD" fmax_ev_per_a=10.1 e_lumo_ev=0.659
H -1.487 -0.369 1.653
N -1.488 -0.068 0.600
C -0.403 -0.033 -0.173
N 0.875 0.084 -0.223
H -0.614 0.046 -1.286
H 1.687 -0.018 0.613
H 1.429 0.356 -1.184

---

3.
8
Properties=species:S:1:pos:R:3 method="wB97M-V/def2-TZVPD" fmax_ev_per_a=6.9 smiles="NC(N)=O" e_lumo_ev=0.815
N -1.001 -0.148 -0.875
C 0.363 -0.390 -0.923
N 0.868 -0.423 0.815
O 1.098 -0.580 -1.787
H -1.456 0.375 -0.129
H -1.463 0.178 -1.699
H 1.484 0.344 1.023
H 1.529 -1.178 0.928

---

Q: Which gap between HOMO and LUMO values were calculated for the entries above? A: 7.9 9.5 10.3, in eV.
Q: Which HOMO level values were calculated for the entries above? A: -8.10 -8.88 -9.45, in eV.
Q: Which electronic energy values were calculated for the entries above? A: -679.37586 -149.93201 -225.22865, in a.u..